{
  "formula": "C4H9N6",
  "method": "ωB97M-V/def2-TZVPD",
  "de_lowest_kcal_mol": 52.5,
  "total_charge": 1,
  "lumo_ev": -4.082,
  "homo_ev": -13.26,
  "fmax_ev_per_a": 5.0,
  "homo_lumo_gap_ev": 9.18,
  "species": ["C", "C", "C", "C", "N", "N", "N", "N", "N", "N", "H", "H", "H", "H", "H", "H", "H", "H", "H"],
  "xyz": [[-1.049, -0.603, -0.085], [-0.034, 1.725, 0.250], [2.281, -2.011, -0.923], [-1.263, 0.865, 0.299], [0.132, -1.030, 0.490], [-0.204, 2.825, -0.350], [2.685, -1.214, -0.233], [1.105, 1.157, 0.729], [-1.851, -1.234, -0.880], [1.109, -0.184, 1.145], [1.646, -2.625, -1.650], [0.118, -1.947, 0.994], [-2.133, 1.329, -0.283], [-1.571, 0.801, 1.256], [0.682, 3.379, -0.501], [1.892, 1.622, 0.294], [-2.639, -0.697, -1.226], [-1.685, -2.042, -1.476], [0.780, -0.115, 2.149]]
}